# C64H74N10O23Sr2

C64H74N10O23Sr2 as an isolated structure at a distorted geometry (ωB97M-V/def2-TZVPD, OMol25).

Geometry as XYZ:
```
173
Properties=species:S:1:pos:R:3:forces:R:3:lowdin_charge:R:1
Sr 1.2061 -0.9402 2.5326 0.512 0.245 -0.095 1.4393
Sr 3.3508 -3.4486 0.9489 0.207 2.286 -0.303 1.5169
O 3.9804 3.0719 -0.2208 -0.688 0.352 -0.228 0.0569
O -2.9417 -0.4776 -3.2239 0.302 -0.606 0.131 0.0637
O -2.8954 -1.7577 3.7114 0.409 1.622 -2.084 0.0804
O 5.7192 1.6681 -2.0642 -0.354 -0.870 1.235 0.0406
O -1.5093 -0.8508 2.2667 -1.581 0.253 0.016 -0.0081
O 0.9879 -3.4699 1.9631 1.933 0.616 -0.849 -0.5226
O 0.1348 -1.7432 4.7599 -0.054 -0.744 1.138 -0.0570
O -7.1147 2.5753 3.8054 0.189 0.131 0.168 0.0722
O -5.5172 6.0922 2.5653 -3.082 1.008 -1.390 0.1126
O -1.1128 -3.2748 5.6118 0.422 0.009 0.392 0.1096
O 3.1520 -4.8761 -3.6173 -1.493 0.019 2.949 0.0876
O 3.7384 -1.6334 3.0903 -0.588 -0.674 -1.165 -0.5136
O -3.7450 6.1036 3.6948 0.280 -0.150 -0.840 0.0502
O 2.3010 -0.9989 0.1840 1.012 -0.956 2.340 -0.4761
O -0.7339 1.2584 -7.9570 0.350 -1.056 2.162 0.0484
O 2.5119 -4.3325 -1.5841 1.185 0.732 2.375 0.0314
O 7.1201 2.4886 -3.4526 -0.310 -0.729 -0.338 0.0806
O -5.6963 1.6593 2.4938 0.349 -0.399 -0.719 0.0704
O 0.6207 1.4337 3.1487 1.219 0.035 0.131 -0.4850
O 4.7905 4.6667 -1.4301 -0.872 -0.668 0.403 0.0666
O -1.5922 1.2235 -2.8643 -3.531 -1.256 -0.800 0.0327
O -0.7599 0.0387 -9.6187 0.340 -2.032 -1.127 0.0793
O 5.4056 -2.5185 -0.3629 -1.323 0.389 1.850 -0.4883
N 6.0607 1.9501 -3.1724 -0.580 1.911 -1.611 -0.3439
N 3.8441 4.0350 -0.9522 1.093 0.815 -0.934 -0.3184
N -0.2388 -2.4473 5.7088 0.254 0.704 -0.209 -0.2940
N -0.7454 0.1169 -8.4160 -1.054 2.251 -1.051 -0.3473
N 2.3278 -4.8112 -2.6484 1.726 -0.420 -5.100 -0.3215
N -6.0002 2.1808 3.5350 0.651 -0.424 1.301 -0.3448
N -2.5467 -1.4575 2.5483 1.516 -2.935 2.156 -0.2641
N 4.8571 0.1284 0.6290 1.330 0.395 0.024 0.3201
N -2.7329 0.6998 -3.0909 1.157 1.719 0.010 -0.2924
N -4.4154 5.7186 2.7254 2.148 0.445 3.452 -0.3709
C -2.6158 2.3760 5.1892 0.990 -0.729 -0.215 -0.0701
C 1.7278 -0.3165 -0.8361 2.325 -1.340 -0.831 -0.5290
C -1.3973 -4.8256 -2.5701 1.414 -0.536 -0.221 -0.0440
C -0.0825 -5.6491 1.3548 -0.879 1.180 -0.427 -0.0769
C -3.7623 2.9350 -3.1504 0.801 0.904 -0.172 -0.0525
C -2.1690 2.9627 1.5848 -1.091 1.785 1.424 -0.0553
C -2.9054 3.2376 6.1964 1.351 0.755 0.318 -0.0892
C -4.8858 2.3473 4.5684 -1.362 1.060 0.325 -0.0991
C -1.4978 -3.4079 -6.0957 -0.185 -0.342 -1.701 -0.0602
C -4.2442 -2.4591 -0.6238 -0.511 -0.206 1.265 -0.0508
C 2.6842 1.2485 -4.9220 0.413 0.838 -1.699 -0.0690
C -1.3181 -2.1826 -5.4514 0.000 0.029 -0.801 -0.0455
C 0.7121 -6.1929 -3.9507 -1.448 1.503 0.352 0.0447
C -6.4006 2.0469 -3.3280 0.275 -0.701 -0.916 -0.0928
C -6.1714 3.3804 -3.1795 1.869 0.752 -0.243 -0.0579
C -3.6030 1.8630 4.3799 -0.397 -0.092 -0.481 -0.0161
C 2.4920 4.5626 -1.3079 -0.846 -0.673 0.992 -0.1334
C 4.5792 -1.4360 4.2011 -0.420 0.231 -1.745 -0.4333
C 5.8839 -0.7686 3.7531 -0.408 0.499 0.474 -0.0971
C 1.2891 -1.1203 7.1968 0.171 0.914 0.232 0.0190
C 1.7723 2.2403 2.9917 -0.302 -0.699 0.521 -0.4712
C 6.3739 -1.4342 -2.3700 0.179 -0.961 -0.424 -0.0931
C 0.3444 0.0036 -0.6567 -2.137 0.930 -0.929 -0.1066
C -3.2009 -2.2931 1.5147 0.152 -0.005 0.800 -0.1559
C 5.0029 1.8714 -4.2472 -1.743 0.578 -3.007 -0.0784
C 1.0078 6.1861 -2.2974 1.212 -0.336 -0.180 -0.0602
C -3.9580 1.5743 -3.2192 -1.575 0.257 0.122 -0.0956
C -0.0159 -2.8734 8.2345 -0.031 -0.175 -1.946 0.0130
C -1.0546 -1.0002 -6.2014 -0.398 -0.784 -0.358 0.0255
C -3.5218 -3.6169 1.8362 0.053 0.550 -0.664 0.0176
C 1.5441 -1.5992 9.4928 0.461 2.051 0.897 -0.1046
C 0.2034 -4.4822 2.3793 -1.136 -1.574 -0.083 -0.4853
C 2.8933 1.7702 -6.2170 0.787 0.185 1.177 -0.0618
C -2.6739 4.0531 2.3622 0.268 0.181 -2.130 0.0468
C -3.8857 4.6729 1.9346 3.041 -1.746 1.407 -0.1735
C 0.3827 -2.1794 7.0491 0.209 0.618 1.796 -0.0935
C -4.3598 -4.2842 0.9392 0.277 -0.069 0.980 -0.0594
C 5.2086 2.4486 -5.5732 -1.178 -2.224 1.437 0.0311
C 1.7837 -0.7009 8.4699 -0.011 -2.275 -1.549 -0.0258
C 0.1303 4.6587 -0.6913 0.341 0.008 -1.201 -0.0424
C -4.6009 4.1926 0.9029 -1.136 1.278 -1.587 -0.0340
C -0.0380 -4.5970 -2.3085 -0.736 0.541 0.823 0.0030
C -3.4518 -1.7541 0.3081 -1.040 0.620 -2.364 -0.0014
C 0.5902 -2.5631 9.4347 -0.100 -1.185 -0.319 -0.0883
C -0.0875 5.7025 -1.6062 1.012 -0.612 0.680 -0.0729
C -1.0113 -2.3669 -8.1627 0.373 0.692 -2.063 -0.0284
C 1.0064 -5.2128 -2.9829 -2.623 -1.185 -1.008 -0.1642
C -4.1275 3.1720 0.1405 -0.100 -1.030 0.638 -0.0658
C -1.7056 -5.8229 -3.4934 0.457 -0.646 0.989 -0.0952
C -4.8162 3.8014 -3.0978 -3.170 0.566 0.649 -0.0778
C 2.3271 5.6181 -2.1827 -1.468 0.718 0.179 0.0167
C -1.2775 -3.5259 -7.4808 -0.164 1.374 1.054 -0.0608
C 3.7046 1.3138 -4.0114 1.747 0.162 1.722 -0.0244
C -0.6867 -6.4827 -4.1612 2.595 -0.575 0.492 -0.0627
C 4.1468 2.3174 -6.5455 0.607 -0.228 1.368 -0.0587
C -4.8257 -3.6576 -0.2031 0.641 0.632 -0.769 -0.0809
C -4.1728 3.6451 6.4364 -0.779 0.416 0.907 -0.0853
C 1.3917 4.0543 -0.6013 -1.120 0.414 0.433 0.0097
C -5.2007 3.2107 5.6428 -0.148 -0.646 -0.601 -0.0002
C -5.3448 1.1441 -3.3483 1.921 -0.527 0.260 0.0176
C 2.7991 2.4443 4.1678 -2.069 -0.691 0.383 -0.0830
C 6.0057 -2.7456 -1.5768 -0.234 1.337 0.077 -0.4481
C -2.9580 2.5378 0.5495 -0.245 -0.742 -1.503 -0.0738
C -0.9329 -1.0895 -7.6060 0.102 -0.976 2.353 -0.1280
H -0.7119 -4.0384 2.7708 -0.892 -0.298 -0.210 0.0670
H 5.6668 0.1104 3.1463 -0.120 0.118 -0.001 0.0399
H 2.0519 1.8002 -6.8935 0.174 -0.152 -0.374 0.0932
H 5.2695 -3.2211 -2.2248 0.241 -0.692 -0.436 0.0687
H -3.0083 -4.0112 2.7006 -0.591 -0.425 0.183 0.1159
H 6.4999 -1.4439 3.1593 0.082 -0.049 0.159 0.0781
H 2.2529 0.6008 -1.1024 0.572 0.657 0.201 0.0849
H -0.6910 -3.7044 8.0925 -0.243 0.034 0.295 0.1128
H -6.9784 4.0929 -3.2664 0.028 0.125 0.330 0.1120
H 6.4534 -1.6932 -3.4258 -0.136 -0.209 -0.294 0.0573
H -4.5468 -2.0176 -1.5618 0.163 0.162 -0.012 0.0927
H 1.3782 3.2298 0.0961 0.927 -0.162 0.012 0.1032
H 0.2337 0.7725 -1.4214 -0.953 0.387 0.271 0.0629
H 1.5254 3.2626 2.7052 -0.312 0.212 -0.527 0.0771
H 0.8262 7.0655 -2.8974 0.399 -0.049 -0.373 0.0992
H -5.4409 4.7834 0.5686 -0.453 -0.279 0.213 0.1296
H -3.1828 -0.7449 0.0333 0.358 0.091 0.286 0.1111
H 1.6580 -0.5831 6.3356 -0.323 0.068 -0.234 0.1037
H 3.4791 0.9476 -3.0208 0.236 -0.154 0.211 0.0885
H 2.5289 0.0713 8.5910 -0.154 0.151 -0.297 0.1094
H -7.3836 1.7209 -3.6345 -0.119 -0.353 0.440 0.1122
H 2.4383 1.8164 2.2401 0.057 -0.014 -1.008 0.0558
H -2.0309 4.5693 3.0596 -0.293 -0.303 0.447 0.1207
H 2.4004 1.9721 5.0657 -0.038 -0.516 0.095 0.0479
H -0.9257 -2.4726 -9.2341 0.158 0.329 -0.194 0.1159
H -4.7869 2.8009 -0.6302 0.404 -0.175 -0.235 0.0970
H 1.5305 -6.6025 -4.5242 -0.191 -0.439 0.025 0.1147
H -1.2242 2.4934 1.8159 0.196 -0.145 0.283 0.0924
H -1.0902 -0.0271 -5.7342 0.330 0.030 0.154 0.1033
H -1.5767 2.1368 5.0176 0.093 -0.380 -0.241 0.1119
H -4.3061 4.3125 7.2749 -0.497 0.103 -0.042 0.1135
H 1.7231 0.8189 -4.6811 0.029 -0.011 0.274 0.1008
H 6.8711 -3.3662 -1.3443 0.450 -0.251 -0.953 0.0887
H -2.6347 1.7049 -0.0573 0.281 -0.237 -0.042 0.0918
H 4.8597 -2.3846 4.6587 -0.186 -0.154 0.540 0.0921
H -2.8201 3.4604 -3.2022 0.551 -0.749 0.404 0.1249
H 5.3074 0.9838 0.3366 0.096 0.488 0.208 0.1082
H 0.8068 -6.0436 0.8632 0.325 -0.096 0.349 0.0552
H -0.7168 -5.3292 0.5281 0.004 0.504 -0.276 0.0364
H -2.6656 -6.3108 -3.4112 -0.406 0.355 -0.665 0.1111
H -1.3917 -4.4268 -8.0654 -0.052 -0.182 0.334 0.1105
H -2.1052 3.6893 6.7638 0.161 -0.158 0.144 0.1154
H -1.0605 6.1474 -1.7537 -0.048 0.061 0.141 0.1029
H -5.6434 0.1189 -3.5101 0.564 -0.258 0.105 0.1063
H -6.2067 3.5115 5.8959 -0.108 -0.002 -0.549 0.1180
H 4.9207 -0.0911 1.6128 -1.002 0.597 0.860 0.0626
H -0.8353 -7.4288 -4.6605 -0.520 0.215 -0.510 0.1021
H -1.9647 -4.3107 -5.7304 0.430 0.174 1.224 0.0875
H 0.5067 -3.1018 10.3670 -0.742 -0.513 -0.289 0.1124
H 6.2185 2.7662 -5.7867 -0.147 0.366 -0.342 0.1002
H -0.7004 4.2679 -0.1224 0.087 -0.102 0.110 0.0808
H -0.6913 -6.4587 1.7574 0.385 -0.180 0.543 0.0642
H -0.2991 -0.8153 -0.9782 -0.293 -0.126 0.541 0.0819
H 0.1179 0.3944 0.3353 -0.247 0.153 0.000 0.0565
H 3.9310 0.0513 0.2334 -1.125 -0.744 0.136 0.0695
H -5.6075 -4.1100 -0.7951 0.124 -0.219 -0.152 0.1061
H 0.5123 -5.0789 3.2376 0.979 0.177 0.718 0.0891
H -4.7036 -5.2896 1.1325 0.096 -0.075 0.255 0.1083
H 3.9817 -0.7978 4.8521 0.562 0.104 0.877 0.0841
H 3.7244 1.9356 3.8973 0.372 0.796 0.351 0.0517
H -2.1495 -4.3661 -1.9460 -0.036 0.096 -0.033 0.0994
H 2.7341 3.4913 4.4640 1.171 0.129 -0.293 0.0598
H 4.3042 2.5705 -7.5836 0.243 0.437 0.076 0.0955
H -4.7486 4.8425 -2.8184 0.854 0.218 -0.532 0.1120
H -1.4241 -2.1919 -4.3767 -0.136 0.540 0.029 0.0827
H 7.3439 -0.9665 -2.2014 -0.034 0.073 0.772 0.0615
H 1.8327 -0.9261 -1.7335 -0.110 -0.107 -0.817 0.1096
H -3.3036 1.1479 3.6279 -0.403 0.155 -0.284 0.1057
H 3.1701 6.0343 -2.7143 -0.036 0.027 0.029 0.1142
H 5.5719 -0.6972 -2.3265 -0.020 -0.102 0.348 0.0327
H 2.0365 -1.4900 10.4479 0.166 0.288 0.079 0.1097
H 6.4158 -0.3395 4.6023 0.400 -0.339 0.100 0.0716
H 0.2074 -3.9902 -1.4494 0.068 0.396 -0.106 0.1142
H 5.4285 -0.6499 0.3324 0.227 -1.485 -1.610 0.0762
```
Forces are in eV/Å.

As for the maximum force: 5.40 eV/Å. The molar mass is 1526.6 u. For the total energy, the calculation gives -131206.2786 eV. The frontier orbital gap is 0.2226 Eh.